{"formula": "C3H7N3S", "method": "ωB97M-V/def2-TZVPD", "species": ["C", "C", "C", "N", "N", "N", "S", "H", "H", "H", "H", "H", "H", "H"], "xyz": [[-2.544947, -0.008972, -0.355345], [0.569219, 0.955505, -1.757250], [1.904361, -0.401614, 1.681183], [-2.047523, -1.138930, -0.096744], [-1.477573, -2.097980, 0.102542], [0.693365, 0.472808, -0.579812], [1.897887, 1.007612, 0.539758], [-3.589322, 0.294076, -0.009304], [-1.830368, 0.808808, -0.561550], [-0.316731, 0.492795, -2.227360], [1.016665, 1.765775, -2.325934], [1.610382, -0.131168, 2.681210], [2.958938, -0.890159, 1.718169], [1.155646, -1.128562, 1.190431]], "atomic_forces_ev_per_a": [[-2.0, 3.3, 0.2], [-1.8, -1.0, 0.7], [0.6, -1.9, -1.5], [1.2, -1.7, 0.6], [-0.5, 0.2, -0.2], [1.1, 0.4, 0.0], [-0.2, 0.1, -0.5], [1.6, -1.0, -0.6], [-0.5, -0.8, 0.1], [0.5, 0.3, -0.4], [0.7, 0.1, 0.5], [-0.2, 0.1, 0.2], [-1.9, 0.8, -0.2], [1.2, 0.9, 1.0]], "nbo_charge": [-0.49, -0.09, -0.77, 0.06, -0.04, -0.57, 0.37, 0.23, 0.24, 0.17, 0.17, 0.22, 0.23, 0.26], "homo_ev": -8.51, "relative_energy_ev": 4.076, "gap_ha": 0.343, "e_tot_ha": -680.83245}